{"formula": "C4H8IN2S", "method": "ωB97M-V/def2-TZVPD", "homo_energy_ev": [-11.15, -13.55], "spin_multiplicity": 3, "total_energy_ev": -26182.8418, "gap_ha": [0.2732, 0.2350], "total_charge": 1, "e_lumo_ha": [-0.137, -0.263], "symbols": ["C", "C", "C", "C", "N", "N", "S", "I", "H", "H", "H", "H", "H", "H", "H", "H"], "xyz": [[-0.2008, 0.0890, -0.3264], [2.1836, -1.1866, -0.0996], [0.3671, 0.5245, -1.6841], [-1.7514, 0.3663, 1.5753], [0.4730, -0.8353, 0.3200], [-1.2741, 0.6892, 0.2127], [2.4767, -2.4340, -1.0105], [3.3851, 0.2673, 0.7752], [0.8853, 1.4192, -1.6949], [0.9887, -0.2278, -2.0946], [-0.2806, 0.5848, -2.4318], [-0.8640, -0.0499, 2.1418], [-2.6845, -0.3556, 1.6208], [-1.9617, 1.2719, 2.0938], [0.1113, -1.3586, 1.0816], [-1.8537, 1.2357, -0.4791]], "forces_ev_per_angstrom": [[0.330, 0.724, -0.579], [-3.946, 4.304, 3.565], [0.824, -1.775, 3.050], [-0.184, -1.800, 0.085], [3.641, -0.713, -1.896], [-0.249, -0.342, -1.399], [0.590, -2.723, -1.947], [-0.277, -0.697, -0.462], [1.109, 1.891, 0.595], [1.030, -0.829, 0.223], [-3.815, 0.565, -2.737], [-1.252, 0.237, -0.631], [2.052, 1.401, -0.274], [-0.527, 0.747, 0.189], [-0.148, -0.257, 0.739], [0.822, -0.733, 1.481]]}